{"formula": "C30H60O39S9", "method": "ωB97M-V/def2-TZVPD", "e_homo_ha": -0.346, "relative_energy_kj_mol": 12.3, "symbols": ["C", "C", "C", "O", "C", "H", "H", "H", "H", "H", "H", "H", "H", "C", "C", "C", "O", "C", "H", "H", "H", "H", "H", "H", "H", "H", "C", "C", "C", "O", "C", "H", "H", "H", "H", "H", "H", "H", "H", "C", "C", "O", "S", "O", "O", "O", "H", "H", "H", "H", "C", "C", "O", "S", "O", "O", "O", "H", "H", "H", "H", "C", "C", "O", "S", "O", "O", "O", "H", "H", "H", "H", "C", "C", "O", "S", "O", "O", "O", "H", "H", "H", "H", "C", "C", "O", "S", "O", "O", "O", "H", "H", "H", "H", "C", "C", "O", "S", "O", "O", "O", "H", "H", "H", "H", "C", "C", "O", "S", "O", "O", "O", "H", "H", "H", "H", "C", "C", "O", "S", "O", "O", "O", "H", "H", "H", "H", "C", "C", "O", "S", "O", "O", "O", "H", "H", "H", "H"], "positions_angstrom": [[17.245, -15.431, -15.621], [17.211, -14.262, -16.569], [18.674, -13.947, -16.773], [19.175, -14.085, -15.412], [18.300, -14.929, -14.630], [17.727, -16.299, -16.073], [16.388, -15.680, -14.996], [16.664, -13.382, -16.227], [16.771, -14.495, -17.548], [18.946, -13.009, -17.249], [19.220, -14.739, -17.301], [17.846, -14.384, -13.798], [18.843, -15.766, -14.191], [12.900, -16.845, -18.203], [14.214, -17.481, -17.725], [15.050, -17.096, -18.960], [14.188, -17.077, -20.086], [12.825, -17.149, -19.681], [12.902, -15.759, -18.073], [12.031, -17.243, -17.675], [14.115, -18.547, -17.524], [14.682, -17.016, -16.859], [15.928, -17.727, -19.100], [15.402, -16.087, -18.717], [12.410, -18.157, -19.806], [12.179, -16.448, -20.209], [14.064, -13.664, -20.151], [14.431, -12.613, -19.102], [13.577, -11.432, -19.492], [13.728, -11.428, -20.916], [13.596, -12.801, -21.329], [13.225, -14.334, -19.954], [14.829, -14.351, -20.513], [15.425, -12.184, -19.236], [14.220, -12.947, -18.085], [13.919, -10.505, -19.035], [12.512, -11.530, -19.242], [14.183, -12.943, -22.236], [12.525, -12.874, -21.539], [13.833, -15.869, -12.700], [12.640, -15.664, -13.663], [11.942, -16.903, -13.731], [13.018, -18.113, -13.563], [13.853, -18.263, -14.708], [12.323, -19.233, -13.020], [13.862, -17.275, -12.438], [13.744, -15.416, -11.714], [14.772, -15.536, -13.138], [13.113, -15.501, -14.635], [11.889, -14.918, -13.428], [17.731, -12.326, -22.181], [18.228, -11.897, -20.790], [18.756, -13.044, -20.117], [18.341, -14.428, -20.888], [17.474, -15.220, -20.053], [19.488, -15.095, -21.410], [17.580, -13.749, -22.139], [18.497, -12.156, -22.935], [16.780, -11.853, -22.410], [17.562, -11.317, -20.155], [19.082, -11.240, -20.970], [17.777, -22.976, -16.518], [17.903, -22.591, -17.992], [18.342, -21.258, -17.925], [17.481, -20.501, -16.798], [16.371, -19.804, -17.385], [18.427, -19.816, -15.946], [17.010, -21.841, -16.034], [18.709, -23.203, -16.002], [17.153, -23.862, -16.409], [16.899, -22.712, -18.391], [18.612, -23.247, -18.491], [20.597, -18.050, -18.541], [19.285, -18.228, -19.366], [19.489, -19.467, -20.024], [21.034, -19.522, -20.536], [21.152, -18.721, -21.726], [21.420, -20.886, -20.504], [21.605, -18.786, -19.170], [20.436, -18.335, -17.497], [20.777, -16.978, -18.406], [19.196, -17.375, -20.039], [18.427, -18.279, -18.702], [14.522, -16.327, -23.467], [13.687, -17.504, -23.982], [14.631, -18.496, -24.395], [16.126, -17.872, -24.561], [16.532, -17.992, -25.920], [16.902, -18.402, -23.477], [15.720, -16.343, -24.224], [14.686, -16.369, -22.384], [14.128, -15.324, -23.639], [12.996, -17.233, -24.783], [13.052, -17.941, -23.210], [12.724, -20.825, -15.954], [12.107, -22.274, -16.200], [10.786, -22.004, -16.702], [10.288, -20.507, -16.361], [9.847, -20.431, -14.998], [9.432, -20.068, -17.417], [11.798, -19.973, -16.556], [13.676, -20.861, -16.483], [12.988, -20.649, -14.917], [11.992, -22.761, -15.232], [12.509, -22.874, -17.007], [14.627, -20.013, -21.243], [16.028, -20.341, -20.782], [16.007, -21.625, -20.184], [14.488, -22.069, -19.788], [14.328, -22.100, -18.362], [13.989, -23.157, -20.572], [13.845, -20.634, -20.237], [14.488, -20.534, -22.198], [14.508, -18.940, -21.352], [16.205, -19.577, -20.016], [16.792, -20.250, -21.549], [9.752, -14.815, -24.711], [8.416, -15.128, -24.088], [8.786, -15.471, -22.731], [10.244, -16.187, -22.680], [10.151, -17.602, -22.485], [11.110, -15.461, -21.807], [10.619, -15.836, -24.234], [10.079, -13.802, -24.466], [9.781, -14.841, -25.800], [7.853, -15.988, -24.459], [7.671, -14.345, -23.954], [7.598, -15.545, -14.768], [6.988, -16.829, -15.327], [7.065, -16.728, -16.731], [8.232, -15.719, -17.258], [7.745, -14.794, -18.210], [9.411, -16.498, -17.466], [8.332, -14.902, -15.832], [8.347, -15.676, -13.986], [6.914, -14.782, -14.399], [5.972, -16.954, -14.957], [7.549, -17.710, -15.012]], "lowdin_charge": [-0.1584, -0.1826, -0.1750, -0.1497, -0.2002, 0.1175, 0.0986, 0.1207, 0.0877, 0.1146, 0.1129, 0.1100, 0.1159, -0.1526, -0.1349, -0.1966, -0.1659, -0.1830, 0.1084, 0.1018, 0.0903, 0.0933, 0.0943, 0.0908, 0.1288, 0.0845, -0.1433, -0.1504, -0.2127, -0.1581, -0.1834, 0.0963, 0.0913, 0.1020, 0.1133, 0.1205, 0.1247, 0.1078, 0.1128, -0.1504, -0.1569, -0.1918, 0.6580, -0.2125, -0.2030, -0.1975, 0.1291, 0.1113, 0.1206, 0.1339, -0.1336, -0.1592, -0.1905, 0.6426, -0.2435, -0.2162, -0.1945, 0.1329, 0.1296, 0.1216, 0.1282, -0.1310, -0.1813, -0.1778, 0.6403, -0.2204, -0.2367, -0.1887, 0.1333, 0.1346, 0.0968, 0.1493, -0.1887, -0.1663, -0.2072, 0.6760, -0.2149, -0.2183, -0.1684, 0.1199, 0.1250, 0.1009, 0.1119, -0.1665, -0.1558, -0.1937, 0.6532, -0.2110, -0.2277, -0.1852, 0.1152, 0.1311, 0.1227, 0.1210, -0.1899, -0.1113, -0.2158, 0.6394, -0.2320, -0.2154, -0.1946, 0.1013, 0.0954, 0.1249, 0.1090, -0.1713, -0.1699, -0.1921, 0.6818, -0.2424, -0.2070, -0.1760, 0.1368, 0.1130, 0.1054, 0.1332, -0.1783, -0.1404, -0.1967, 0.6467, -0.2122, -0.2417, -0.1995, 0.1361, 0.1379, 0.1355, 0.1384, -0.1509, -0.1670, -0.1872, 0.6557, -0.2142, -0.2220, -0.2162, 0.1236, 0.1250, 0.1323, 0.1309]}

{"formula": "C30H60O9S", "method": "ωB97M-V/def2-TZVPD", "e_homo_ha": -0.329, "smiles": "CC[C@@H](S)OC(=O)COC.C1CCOC1.C1CCOC1.C1CCOC1.C1CCOC1.C1CCOC1.C1CCOC1", "symbols": ["C", "C", "C", "S", "O", "C", "O", "C", "O", "C", "H", "H", "H", "H", "H", "H", "H", "H", "H", "H", "H", "H", "C", "C", "C", "O", "C", "H", "H", "H", "H", "H", "H", "H", "H", "C", "C", "C", "O", "C", "H", "H", "H", "H", "H", "H", "H", "H", "C", "C", "C", "O", "C", "H", "H", "H", "H", "H", "H", "H", "H", "C", "C", "C", "O", "C", "H", "H", "H", "H", "H", "H", "H", "H", "C", "C", "C", "O", "C", "H", "H", "H", "H", "H", "H", "H", "H", "C", "C", "C", "O", "C", "H", "H", "H", "H", "H", "H", "H", "H"], "positions_angstrom": [[0.372, 1.529, 1.413], [-1.116, 1.477, 1.809], [-1.448, 0.391, 2.821], [-0.937, -1.283, 2.295], [-0.754, 0.541, 4.061], [-1.171, 1.601, 4.831], [-2.283, 1.667, 5.270], [-0.061, 2.591, 5.133], [0.835, 2.053, 6.074], [1.859, 1.222, 5.543], [0.689, 2.572, 1.334], [0.988, 1.055, 2.186], [0.542, 1.042, 0.454], [-1.426, 2.448, 2.216], [-1.736, 1.283, 0.927], [-2.528, 0.353, 2.997], [-1.213, -1.196, 0.989], [-0.524, 3.482, 5.568], [0.456, 2.867, 4.202], [1.604, 0.164, 5.666], [2.784, 1.445, 6.083], [2.020, 1.415, 4.475], [-2.400, -2.157, 6.210], [-3.699, -2.349, 6.990], [-4.662, -2.748, 5.879], [-3.886, -3.451, 4.908], [-2.493, -3.276, 5.180], [-1.504, -2.228, 6.826], [-2.396, -1.183, 5.717], [-3.592, -3.163, 7.710], [-4.023, -1.458, 7.526], [-5.108, -1.865, 5.408], [-5.467, -3.399, 6.223], [-2.087, -4.215, 5.573], [-1.982, -3.027, 4.251], [-0.320, 3.875, -3.411], [1.150, 3.666, -3.053], [1.045, 3.061, -1.661], [-0.176, 2.318, -1.639], [-0.964, 2.646, -2.785], [-0.505, 3.949, -4.481], [-0.695, 4.784, -2.935], [1.602, 2.953, -3.744], [1.739, 4.581, -3.073], [0.998, 3.839, -0.890], [1.873, 2.391, -1.421], [-0.948, 1.796, -3.476], [-1.995, 2.817, -2.468], [-4.624, 5.875, -0.424], [-3.280, 6.261, -1.037], [-2.310, 5.460, -0.178], [-3.007, 4.277, 0.214], [-4.396, 4.405, -0.094], [-5.471, 6.028, -1.091], [-4.801, 6.446, 0.489], [-3.231, 5.925, -2.076], [-3.076, 7.330, -1.015], [-2.021, 6.014, 0.722], [-1.403, 5.177, -0.715], [-4.633, 3.765, -0.951], [-4.977, 4.063, 0.763], [3.133, -4.882, 1.765], [2.753, -4.248, 3.102], [3.287, -2.832, 2.932], [3.187, -2.532, 1.538], [2.903, -3.721, 0.804], [2.541, -5.760, 1.512], [4.187, -5.168, 1.768], [1.667, -4.230, 3.214], [3.178, -4.757, 3.966], [4.338, -2.761, 3.232], [2.712, -2.092, 3.491], [1.861, -3.691, 0.465], [3.550, -3.756, -0.073], [3.631, -0.819, -4.279], [4.170, -1.105, -5.677], [3.206, -0.310, -6.547], [2.799, 0.820, -5.765], [3.202, 0.637, -4.409], [4.360, -0.971, -3.484], [2.767, -1.455, -4.080], [5.184, -0.709, -5.780], [4.182, -2.163, -5.929], [2.323, -0.906, -6.795], [3.662, 0.047, -7.472], [4.034, 1.316, -4.189], [2.365, 0.891, -3.755], [0.284, -5.116, -5.774], [-0.596, -3.923, -5.405], [0.447, -2.873, -5.047], [1.587, -3.149, -5.864], [1.445, -4.430, -6.482], [-0.215, -5.851, -6.403], [0.634, -5.620, -4.871], [-1.178, -3.601, -6.271], [-1.286, -4.123, -4.586], [0.737, -2.946, -3.993], [0.115, -1.852, -5.243], [1.233, -4.290, -7.547], [2.387, -4.971, -6.385]], "lowdin_charge": [-0.1000, -0.2327, -0.6408, 0.8261, -0.1005, -0.4316, 0.1554, -0.1243, -0.1517, -0.0849, 0.0692, 0.0613, 0.0622, 0.1131, 0.1126, 0.1126, -0.1247, 0.1388, 0.1278, 0.0883, 0.0903, 0.0826, -0.1627, -0.1665, -0.2082, -0.1413, -0.2096, 0.1136, 0.0973, 0.1113, 0.1110, 0.1161, 0.1137, 0.1163, 0.0588, -0.1599, -0.1555, -0.2145, -0.1592, -0.1947, 0.1142, 0.0975, 0.0932, 0.1157, 0.1105, 0.1158, 0.1174, 0.1117, -0.1670, -0.1667, -0.2028, -0.1505, -0.2030, 0.1114, 0.1139, 0.1100, 0.1119, 0.1194, 0.0980, 0.1153, 0.1174, -0.1700, -0.1679, -0.2068, -0.1472, -0.2100, 0.1100, 0.1123, 0.1106, 0.1105, 0.1163, 0.1090, 0.1141, 0.1146, -0.1574, -0.1654, -0.1966, -0.1429, -0.2119, 0.1129, 0.0941, 0.1127, 0.1048, 0.1020, 0.1154, 0.1201, 0.1000, -0.1674, -0.1656, -0.2072, -0.1677, -0.1978, 0.1112, 0.1138, 0.1146, 0.1122, 0.1159, 0.1201, 0.1191, 0.1176]}